The following is a quantum chemistry calculation of C6H22CsN8O9S as an isolated structure at a distorted geometry, from OMol25.

XYZ file:
```
47
Properties=species:S:1:pos:R:3:forces:R:3
Cs -20.9656 -3.7276 31.3883 0.4 -0.1 -0.3
S -18.3825 -1.3422 30.1850 2.7 -2.1 -2.4
O -17.9426 -1.1668 28.8227 -0.4 0.5 -1.0
O -17.9933 -2.6998 30.5601 -0.3 -1.0 1.6
O -17.7285 -0.3216 30.9775 -0.4 1.8 2.4
O -19.8415 -1.2610 30.2751 -2.2 0.7 0.9
C -15.5412 -4.7346 32.2605 -1.3 2.2 2.1
O -14.6440 -5.1866 32.8633 3.8 -2.7 1.9
N -16.3198 -3.7879 32.7649 -2.3 2.8 1.9
N -15.9640 -4.9790 31.0791 -0.8 -2.7 -5.8
H -17.0054 -3.4005 32.1326 -0.1 0.5 0.6
H -16.3540 -3.5590 33.7481 0.4 -0.1 -0.4
H -16.7462 -4.4682 30.6951 0.2 -0.2 -0.2
H -15.6503 -5.8269 30.6288 0.0 0.4 -0.2
C -16.6459 1.0759 26.2650 -1.8 -1.4 1.9
O -17.6336 1.7239 26.4312 -3.0 1.9 0.8
N -15.8599 1.2858 25.2953 3.4 2.2 -4.9
N -16.3189 0.0187 26.9362 0.6 -3.5 3.1
H -16.2155 2.1146 24.8407 1.3 0.2 -0.7
H -14.9070 0.9623 25.3816 -0.1 0.6 -0.7
H -15.4648 -0.4946 26.7713 -0.4 0.1 0.0
H -16.9902 -0.3840 27.5744 0.2 0.1 0.3
C -20.8464 -2.9688 27.2345 0.6 -0.4 -2.7
O -21.3553 -3.4560 26.2430 -0.4 -1.0 -0.5
N -21.4657 -2.3315 28.1542 -5.3 1.7 3.2
N -19.5935 -2.8522 27.5307 5.1 -2.4 -1.2
H -22.4298 -2.1858 27.8909 0.0 0.6 0.8
H -20.9262 -1.9541 28.9201 -0.7 0.7 -0.1
H -18.9720 -3.4298 26.9828 0.2 0.4 0.0
H -19.1608 -2.1660 28.1324 0.1 0.1 -0.3
C -20.3215 1.5314 32.5354 -1.2 1.9 2.4
O -20.8590 2.2294 33.3816 0.9 1.0 -0.3
N -20.7314 0.3801 32.2029 -2.9 -4.3 -1.1
N -19.1508 1.7178 31.9056 1.0 3.3 0.7
H -20.2097 -0.1844 31.5478 0.1 -0.9 -0.8
H -21.6814 0.0892 32.3846 0.1 0.2 0.3
H -18.7207 2.6090 32.1075 0.7 0.3 -0.4
H -18.6682 0.9147 31.5286 1.8 -1.4 -1.0
C -13.4536 1.4737 32.7724 0.1 -0.3 1.2
C -14.8832 0.9920 32.8497 1.0 -0.4 -1.6
O -15.4607 1.2044 31.5822 -0.8 0.8 0.1
H -13.0744 0.9416 33.6449 0.9 0.5 0.2
H -13.3463 2.5508 32.9007 0.0 -0.1 -0.1
H -12.8776 1.1186 31.9179 -0.4 0.0 -0.1
H -15.3922 1.4819 33.6797 -0.3 -0.1 0.1
H -14.8074 -0.0894 32.9632 -0.4 -0.2 0.6
H -16.2700 0.6902 31.5362 -0.1 -0.3 -0.4
```
Positions in Å, forces in eV/Å.

Frontier orbital gap (alpha / beta) ... 7.52 / 3.04 eV
Spin multiplicity ... 2
E ... -48309.533 eV
F_max ... 0.1247 Eh/bohr